Below is a 2-piece molecular cluster, C2H2BrFO2S overall in a non-equilibrium geometry, with properties calculated with ωB97M-V/def2-TZVPD.

The geometry in XYZ format:
```
9
Properties=species:S:1:pos:R:3:forces:R:3
C 0.6470 -2.6004 2.1619 -0.178 0.168 -0.732
C -0.3338 -2.0905 1.6948 -0.054 -0.033 0.149
O -0.9501 0.7430 -1.4975 -0.442 -0.700 -0.115
O 0.9802 2.0859 -0.9672 -1.223 1.737 0.602
F -0.7026 3.0314 -2.4699 0.023 -1.099 1.727
S -0.6351 2.0560 -1.0541 0.778 1.894 -1.792
Br -1.8130 -1.3533 0.9876 0.064 -0.065 0.175
H 1.5899 -3.0668 2.2771 0.162 -0.108 0.457
H 1.2175 1.1948 -1.1327 0.871 -1.793 -0.470
```
Forces are in eV/Å.

Values from the calculation:
Calculated total energy (a.u.): -3299.85337
Energy relative to the best compared isomer or geometry (same formula, charge and spin) (eV): 0.000
LUMO level (eV): 0.5

---

Below is a 2-piece molecular cluster, C2H2BrN overall in a non-equilibrium geometry, with properties calculated with ωB97M-V/def2-TZVPD.

The geometry in XYZ format:
```
6
Properties=species:S:1:pos:R:3:forces:R:3
C -2.1535 -1.4167 0.2495 -0.756 -0.863 1.456
C 0.1400 0.1905 -0.4766 -0.293 0.535 -0.001
N -3.0018 -2.2171 0.1463 2.017 1.915 -0.156
Br 0.2376 0.3451 -2.3127 0.334 -0.226 0.736
H -1.3395 -0.6726 0.6108 -1.716 -1.264 -1.274
H 1.0653 -0.2248 -0.0462 0.414 -0.097 -0.760
```
Forces are in eV/Å.

Values from the calculation:
Calculated total energy (a.u.): -2705.99845
Energy relative to the best compared isomer or geometry (same formula, charge and spin) (eV): 4.204
LUMO level (alpha / beta) (eV): -1.8 / -1.8

---

Below is an isolated molecule of C2H2BrN3 in a non-equilibrium geometry, with properties calculated with ωB97M-V/def2-TZVPD.

The geometry in XYZ format:
```
8
Properties=species:S:1:pos:R:3:forces:R:3
C -1.2524 0.5099 0.1344 0.087 0.060 1.073
C 0.6841 0.2721 -0.8625 -1.840 -0.449 2.483
N -2.2072 1.0899 -0.0689 -1.522 0.775 -0.415
N -0.1849 -0.8504 1.5578 0.289 1.138 -2.288
N -0.0802 -0.1031 0.3831 0.510 0.459 -2.270
Br 2.3729 -0.3081 -1.0527 0.987 -0.448 -0.109
H 0.4343 -1.6461 1.5047 0.968 -0.043 -0.192
H 0.2333 1.0359 -1.5958 0.521 -1.492 1.717
```
Forces are in eV/Å.

Values from the calculation:
Calculated total energy (a.u.): -2815.50733
Energy relative to the best compared isomer or geometry (same formula, charge and spin) (eV): 4.658
LUMO level (alpha / beta) (eV): -0.7 / -0.9

---

Below is a 2-piece molecular cluster, C2H2BrN3 overall in a non-equilibrium geometry, with properties calculated with ωB97M-V/def2-TZVPD.

The geometry in XYZ format:
```
8
Properties=species:S:1:pos:R:3:forces:R:3
C -0.0485 0.5625 2.0760 -1.480 -0.488 3.907
C 0.1688 -0.1737 -0.1159 -1.609 -0.160 -4.526
N -0.4510 0.5249 3.1648 0.380 0.645 -0.834
N 0.3939 0.3221 0.9156 1.405 0.900 1.230
N 0.7219 -0.3544 -1.2784 -2.382 -1.306 -2.904
Br -2.3169 -0.4335 -1.0601 1.616 0.038 0.863
H 1.5406 0.0662 -1.6651 0.891 0.432 0.811
H -0.0088 -0.5139 -2.0368 1.180 -0.060 1.453
```
Forces are in eV/Å.

Values from the calculation:
Calculated total energy (a.u.): -2815.60237
Energy relative to the best compared isomer or geometry (same formula, charge and spin) (eV): 2.072
LUMO level (eV): -2.0

---

Below is an isolated molecule of C2H2BrNO2 in a non-equilibrium geometry, with properties calculated with ωB97M-V/def2-TZVPD.

The geometry in XYZ format:
```
8
Properties=species:S:1:pos:R:3:forces:R:3
C -0.1337 -0.2392 -0.0598 0.463 -3.967 -0.171
C -0.3412 -2.0850 0.0455 1.771 7.007 -1.681
N -1.1651 -2.4270 1.0321 -0.685 -0.689 0.855
O -1.6506 -1.5465 1.7279 -0.504 0.271 0.589
O -1.3501 -3.6233 1.1293 -0.968 -1.647 0.964
Br 0.6201 -3.2434 -0.8838 0.619 -0.590 -0.653
H 0.7850 0.1109 -0.5406 -0.427 -0.405 -0.021
H -0.5046 0.2435 0.8220 -0.269 0.020 0.118
```
Forces are in eV/Å.

Values from the calculation:
Calculated total energy (a.u.): -2856.36964
Energy relative to the best compared isomer or geometry (same formula, charge and spin) (eV): 1.169
LUMO level (alpha / beta) (eV): 0.4 / -2.6
2S+1: 3

---

Below is an isolated molecule of C2H2BrNO3 in a non-equilibrium geometry, with properties calculated with ωB97M-V/def2-TZVPD.

The geometry in XYZ format:
```
9
Properties=species:S:1:pos:R:3:forces:R:3
O 0.0133 -0.4266 -2.3540 0.382 -2.438 -2.779
C 0.0304 0.1043 -1.3511 0.449 0.820 5.189
Br -0.5419 1.9317 -1.2406 0.043 0.609 0.170
C 0.5098 -0.5522 0.2954 -2.531 -0.169 -4.901
N -0.4409 0.1068 1.1479 0.668 -0.009 0.772
O 0.0643 0.8446 1.9856 -1.083 -0.272 -0.187
O -1.6136 -0.0870 0.8988 0.187 0.240 0.681
H 1.4790 -0.2950 0.4080 2.872 1.509 0.854
H 0.4996 -1.6267 0.2099 -0.987 -0.289 0.200
```
Forces are in eV/Å.

Values from the calculation:
SMILES string: O=C(Br)C[N+](=O)[O-]
Calculated total energy (a.u.): -2931.75793
Energy relative to the best compared isomer or geometry (same formula, charge and spin) (eV): 1.763
LUMO level (eV): -0.7

---

Below is an isolated molecule of C2H2BrO2P in a non-equilibrium geometry, with properties calculated with ωB97M-V/def2-TZVPD.

The geometry in XYZ format:
```
8
Properties=species:S:1:pos:R:3:forces:R:3
C -1.8792 0.4910 -0.0399 -0.692 1.059 -1.715
C -0.6852 0.6125 0.3729 1.474 -0.419 1.163
O 3.3491 -1.1449 -0.2542 -0.532 1.293 0.634
O 0.8442 -1.5153 0.0762 -0.801 0.124 0.321
P 2.0480 -0.7243 0.3554 1.914 -2.714 -0.751
Br 0.8167 1.5806 0.1280 0.336 2.046 -0.356
H -2.3075 1.2047 -0.7631 -0.261 -0.517 0.458
H -2.1860 -0.5043 0.1246 -1.437 -0.871 0.246
```
Forces are in eV/Å.

Values from the calculation:
Calculated total energy (a.u.): -3143.10251
LUMO level (alpha / beta) (eV): 0.3 / -2.7
2S+1: 3

---

Below is a 2-piece molecular cluster, C2H2BrO2S overall in a non-equilibrium geometry, with properties calculated with ωB97M-V/def2-TZVPD.

The geometry in XYZ format:
```
8
Properties=species:S:1:pos:R:3:forces:R:3
C 2.3017 1.6999 -0.0990 -1.674 -0.064 0.915
C 2.0162 0.2899 -0.3184 2.836 -0.447 2.203
O 2.2673 2.7516 0.4749 0.701 -1.194 -1.040
O 2.3860 1.1635 -1.3259 0.514 2.064 -1.951
S -1.2040 -1.1339 -0.2356 1.417 0.920 2.140
Br 3.6687 -0.8727 0.1377 -1.260 0.449 -0.120
H 1.1047 -0.2468 -0.3621 -1.277 -0.900 -0.057
H -0.5411 -0.6770 1.0224 -1.256 -0.827 -2.090
```
Forces are in eV/Å.

Values from the calculation:
Calculated total energy (a.u.): -3200.06990
Energy relative to the best compared isomer or geometry (same formula, charge and spin) (eV): 3.012
Charge: -1
LUMO level (eV): 2.9

---

Below is a 2-piece molecular cluster, C2H2BrO2S overall in a non-equilibrium geometry, with properties calculated with ωB97M-V/def2-TZVPD.

The geometry in XYZ format:
```
8
Properties=species:S:1:pos:R:3:forces:R:3
C -0.3676 1.2532 -0.0651 2.539 -1.931 -0.686
C -0.4754 -0.1422 0.5363 1.880 -2.037 0.456
O 0.4810 1.5428 -0.8721 0.514 0.524 -1.073
O -1.2032 1.8426 0.5639 -2.887 2.306 1.975
S 1.7267 -1.5997 -0.2260 -1.010 0.459 -0.220
Br -2.0730 -1.0496 0.1176 0.347 -0.206 0.155
H 0.0131 -0.4572 1.5168 -1.061 0.785 -1.403
H 1.8985 -1.3899 -1.5714 -0.324 0.100 0.797
```
Forces are in eV/Å.

Values from the calculation:
Calculated total energy (a.u.): -3200.07605
Energy relative to the best compared isomer or geometry (same formula, charge and spin) (eV): 2.845
Charge: -1
LUMO level (alpha / beta) (eV): 3.0 / 3.0

---

Below is C2H2CaLiO2 as an isolated structure in a non-equilibrium geometry, with properties calculated with ωB97M-V/def2-TZVPD.

The geometry in XYZ format:
```
8
Properties=species:S:1:pos:R:3:forces:R:3
C -0.1253 -0.4979 1.3191 0.884 -0.558 -1.242
C 1.2779 -0.1380 1.0603 -1.079 0.000 0.147
O 1.4835 0.9305 0.2723 -0.293 -0.495 0.826
O -1.0409 0.2582 0.7840 -0.224 0.005 0.008
H 1.8536 -1.0622 0.8113 -0.177 0.276 0.337
Ca -2.0274 -1.5893 1.2185 -0.493 -0.099 0.326
Li -0.0851 1.5430 -0.3740 0.629 0.021 0.342
H 1.3464 -0.1755 2.2625 0.753 0.850 -0.745
```
Forces are in eV/Å.

Values from the calculation:
Calculated total energy (a.u.): -912.76727
Energy relative to the best compared isomer or geometry (same formula, charge and spin) (eV): 2.733
Charge: +1
LUMO level (eV): -5.5

---

The molar mass results, record by record, are as follows: 189.005; 119.949; 147.963; 147.963; 151.947; 167.946; 168.914; 170.007; 170.007; 105.055 g mol⁻¹.